# 1
Here is C36H44As3Br4ClN5O5Ti as an isolated structure at a distorted geometry from the Open Molecules 2025 dataset. Energies are from the ωB97M-V functional and the def2-TZVPD basis.

Summary:
- LUMO level: -0.12254 Ha
- Orbital gap: 7.1 eV
- E_HOMO: -10.471 eV
- Charge: +1
- Calculated total energy: -20361.22114 Eh

```
99
Properties=species:S:1:pos:R:3:forces:R:3:mulliken_charge:R:1
Ti -0.0396 -0.2560 -0.7179 0.25 0.56 0.29 -0.443
C 1.5916 -0.6735 2.7867 0.11 -0.01 -0.08 -1.069
As -0.1078 -0.9445 1.8907 0.20 0.26 0.33 1.568
C -0.3985 -2.8017 2.3731 -0.06 -0.14 -0.16 -1.101
C -1.3700 -0.2033 3.2019 -0.13 0.13 -0.10 -1.907
C -1.6976 1.2953 3.2815 0.02 -0.04 -0.06 3.104
C -2.7608 1.6709 2.2496 -0.04 0.01 0.03 -1.042
C -0.4496 2.1460 3.0560 0.01 -0.21 0.07 -1.832
As 0.3089 2.2195 1.2320 -0.39 0.01 0.16 1.564
C -0.6615 3.7508 0.5047 -0.09 -0.03 -0.09 -1.432
C 1.9139 3.1367 1.8566 0.19 0.03 -0.11 -1.700
C -2.3192 1.5858 4.6670 0.05 0.00 -0.07 -2.379
As -1.4934 1.4637 6.4662 -0.02 0.01 0.12 0.337
C 0.3653 2.0594 6.2522 0.04 0.00 -0.02 -0.958
C -1.1005 -0.4528 6.6574 0.02 -0.04 0.00 -1.023
H 1.4744 -0.8130 3.8608 0.01 -0.01 0.01 0.469
H 1.9963 0.3134 2.5784 0.00 0.01 0.03 0.015
H 2.2940 -1.4080 2.3936 0.02 0.00 0.02 0.540
H -0.8339 -2.8293 3.3701 0.01 -0.04 0.04 0.574
H 0.5533 -3.3287 2.3811 0.00 -0.01 0.02 0.366
H -1.0672 -3.2921 1.6676 -0.02 0.01 0.01 0.071
H -0.9265 -0.5298 4.1411 -0.03 -0.04 0.03 -0.053
H -2.2942 -0.7708 3.0622 -0.01 -0.02 0.02 0.693
H -2.4285 1.4728 1.2333 0.00 -0.02 -0.01 -0.856
H -3.0018 2.7348 2.3220 0.00 -0.01 0.00 0.397
H -3.6856 1.1145 2.4202 0.02 -0.01 -0.02 0.647
H 0.3684 1.7716 3.6711 0.02 0.08 0.05 0.190
H -0.6334 3.1820 3.3520 0.01 0.02 0.00 0.903
H -1.1238 4.3234 1.3068 0.03 0.05 0.00 0.615
H -1.4380 3.4016 -0.1764 -0.01 -0.01 0.03 0.186
H 0.0345 4.3921 -0.0368 0.00 0.00 -0.02 0.460
H 1.6588 3.7227 2.7383 0.02 0.02 0.00 0.542
H 2.2912 3.7937 1.0784 0.01 0.00 0.02 0.443
H 2.6943 2.4214 2.1136 -0.01 0.00 0.01 0.380
H -3.2050 0.9503 4.7793 -0.03 0.02 -0.01 0.552
H -2.7069 2.6087 4.6470 0.01 0.02 0.00 0.557
H 0.4031 3.0668 5.8397 0.00 -0.01 0.00 0.274
H 0.9619 1.3851 5.6379 0.01 0.01 0.00 0.190
H 0.8003 2.0877 7.2511 0.00 0.00 0.00 0.429
H -1.9825 -1.0450 6.4129 0.01 0.00 -0.01 0.294
H -0.8569 -0.6305 7.7044 -0.01 0.00 0.00 0.434
H -0.2546 -0.7834 6.0538 -0.01 -0.01 0.01 0.171
O 3.6271 0.4676 -1.5669 0.12 -0.03 0.12 -0.711
C 2.5570 -0.0918 -1.5212 -0.21 -0.32 0.05 -0.497
O 1.8258 -0.2317 -0.4290 1.11 -0.02 -0.38 -0.502
C 1.9153 -0.6454 -2.7743 -0.02 -0.03 0.09 1.295
C 2.6861 -0.8812 -3.9129 0.07 0.03 -0.03 -1.663
C 2.0666 -1.4353 -4.9955 -0.02 -0.01 -0.07 -0.930
C 0.6832 -1.7005 -4.9555 0.04 -0.05 -0.12 1.145
C -0.0003 -2.2732 -6.0592 0.07 0.01 0.01 -0.977
C -1.3434 -2.4790 -6.0046 -0.10 0.02 0.08 -0.840
C -2.0692 -2.0951 -4.8500 0.02 -0.05 -0.10 -0.937
C -1.4416 -1.5404 -3.7756 0.01 -0.01 0.04 -0.558
C -0.0406 -1.3591 -3.7922 -0.06 0.03 0.18 -0.155
N 0.6151 -0.8510 -2.7043 0.42 0.21 -0.04 2.415
H 3.7391 -0.6395 -3.8912 0.00 -0.02 0.00 0.660
H 2.6240 -1.6727 -5.8942 -0.01 0.00 0.01 0.490
H 0.5697 -2.5400 -6.9404 0.00 0.01 0.01 0.461
H -1.8641 -2.9195 -6.8441 0.00 0.00 0.01 0.420
H -3.1418 -2.2370 -4.8238 0.00 0.01 -0.01 0.524
H -2.0157 -1.2146 -2.9233 0.01 0.02 -0.02 0.445
Br -5.4954 -4.3286 -0.7441 -0.02 -0.03 0.02 -0.124
C -4.3709 -2.8284 -0.6743 0.05 0.07 -0.02 0.131
C -4.9038 -1.5360 -0.6648 0.07 -0.02 0.02 0.516
Br -6.7620 -1.2726 -0.7163 -0.01 0.01 0.00 -0.140
C -4.0541 -0.4218 -0.6195 -0.13 0.06 0.00 -0.396
Br -4.6813 1.3437 -0.7406 -0.01 0.00 0.03 -0.111
C -2.6911 -0.6226 -0.5567 0.25 0.17 0.03 0.016
O -1.7436 0.3572 -0.5060 -1.13 -0.11 -0.20 0.089
C -2.1585 -1.9127 -0.6259 0.32 0.03 0.06 -0.130
O -0.8089 -1.9596 -0.7235 -0.66 0.03 -0.21 0.096
C -2.9840 -3.0160 -0.6672 -0.08 -0.09 0.00 0.076
Br -2.1572 -4.6977 -0.7583 -0.02 -0.05 -0.02 -0.119
Cl 5.4027 -5.3444 -2.5677 -0.04 0.01 0.02 -0.220
C 4.0866 -4.7277 -1.6295 0.03 0.01 -0.10 -0.040
C 3.7432 -5.3058 -0.4244 0.01 -0.06 0.08 -0.375
C 2.6769 -4.7593 0.2713 -0.01 -0.05 0.01 -1.017
C 2.0168 -3.6683 -0.2650 -0.08 0.10 -0.10 -0.526
N 2.3489 -3.1028 -1.4265 0.29 -0.34 0.00 0.262
C 3.3671 -3.6363 -2.0960 -0.03 0.02 0.09 -0.312
H 4.2908 -6.1581 -0.0456 0.00 0.01 -0.01 0.471
H 2.3596 -5.1861 1.2136 0.00 0.02 0.00 0.452
H 1.1652 -3.2334 0.2417 -0.03 0.00 0.00 0.756
H 3.6368 -3.1864 -3.0444 -0.01 0.01 0.01 0.446
C 1.7202 5.1413 -3.2297 -0.04 -0.04 0.06 -1.140
N 1.0186 3.9171 -2.8997 -0.01 0.07 -0.06 0.098
C -0.2609 3.5302 -3.4534 0.09 0.08 -0.01 -0.518
C -0.4458 2.1586 -2.8297 0.10 -0.05 0.14 -0.432
O -1.3557 1.4067 -3.0723 0.02 -0.10 0.00 -0.490
N 0.5994 1.9117 -1.9352 -0.66 -0.03 -0.41 0.755
C 1.4270 2.9627 -2.0521 0.05 -0.07 0.21 -0.609
N 2.5620 3.0858 -1.3555 -0.05 -0.04 -0.03 0.047
H 1.3873 5.4791 -4.2078 0.00 0.00 -0.01 0.345
H 2.7944 4.9673 -3.2927 0.01 -0.01 -0.03 0.394
H 1.5253 5.9325 -2.5035 0.00 0.01 0.01 0.317
H -0.2373 3.4684 -4.5420 0.00 -0.03 0.00 0.440
H -1.0695 4.2008 -3.1541 -0.01 -0.01 0.02 0.314
H 3.0004 2.2305 -1.0271 0.03 0.02 0.03 0.182
H 3.1856 3.8425 -1.5787 0.01 -0.01 -0.01 0.243
```
Positions in Å, forces in eV/Å.

# 2
Here is C40H35F9N5O3PS4SeTaTe as an isolated structure at a distorted geometry from the Open Molecules 2025 dataset. Energies are from the ωB97M-V functional and the def2-TZVPD basis.

Summary:
- LUMO level: -0.11732 Ha
- Orbital gap: 7.1 eV
- E_HOMO: -10.253 eV
- Charge: +1
- Calculated total energy: -7604.19154 Eh

```
100
Properties=species:S:1:pos:R:3:forces:R:3:mulliken_charge:R:1
Ta 0.8740 -0.3168 -0.8222 0.13 -0.09 0.37 1.107
N 0.3437 -4.0595 1.9682 -0.01 -0.04 0.00 0.031
C -0.7660 -3.4124 2.4505 -0.06 -0.01 0.06 1.063
C -1.6617 -3.7873 3.4449 0.00 0.08 0.00 -1.357
C -2.7167 -2.9352 3.6706 -0.01 0.04 -0.04 -0.760
C -2.8508 -1.7539 2.9266 -0.03 -0.07 0.07 -1.287
C -1.9431 -1.3857 1.9592 0.07 -0.08 -0.02 -0.073
C -0.8651 -2.2396 1.7050 0.06 0.17 -0.01 -0.444
N 0.2074 -2.1860 0.7786 -0.09 0.06 -0.01 1.924
C 0.8654 -3.3224 0.9648 0.13 -0.12 -0.09 0.146
C 1.9453 -3.9276 0.1868 -0.08 -0.02 -0.03 -1.361
C 2.1494 -5.2816 0.1661 -0.01 0.18 0.01 -0.681
S 3.3509 -5.6603 -0.9610 0.05 -0.03 -0.06 -0.193
C 3.5091 -4.0019 -1.3237 -0.18 0.12 0.19 -0.436
N 2.7296 -3.1997 -0.6582 0.13 -0.16 -0.03 0.850
H 0.6921 -4.9525 2.2715 0.01 0.06 0.01 0.285
H -1.5361 -4.7000 4.0074 0.01 -0.09 0.01 0.479
H -3.4528 -3.1821 4.4203 -0.05 0.00 0.06 0.443
H -3.7006 -1.1123 3.1149 -0.02 0.04 0.02 0.443
H -2.0685 -0.4716 1.4135 -0.06 0.01 -0.03 0.435
H 1.6211 -6.0545 0.6911 -0.07 -0.11 0.03 0.409
H 4.2116 -3.6761 -2.0607 0.20 0.11 -0.21 0.294
O 0.2164 -3.9739 -2.1785 -0.14 0.18 -0.14 -0.616
C -0.2687 -2.8793 -2.1421 0.35 0.32 0.16 -0.125
O 0.5331 -1.7780 -1.9423 -0.17 -0.51 -0.49 1.083
C -1.7015 -2.5627 -2.3131 0.10 -0.12 0.01 0.768
C -2.4597 -3.5293 -2.9815 -0.11 0.07 0.04 -0.828
C -3.8155 -3.3600 -3.1712 0.11 -0.02 0.00 -0.708
C -4.4313 -2.2261 -2.6526 -0.04 0.00 0.01 -0.749
C -3.6934 -1.2696 -1.9850 0.04 -0.05 0.00 -1.233
C -2.3092 -1.4050 -1.8185 -0.06 0.09 0.05 0.405
S -1.5603 -0.0590 -0.9524 -0.14 -0.12 -0.23 -0.047
H -1.9528 -4.4106 -3.3462 0.04 -0.04 -0.01 0.551
H -4.3885 -4.1007 -3.7088 -0.03 -0.04 0.00 0.435
H -5.4983 -2.0909 -2.7643 -0.04 0.02 -0.02 0.442
H -4.1815 -0.3959 -1.5760 -0.03 0.07 0.02 0.599
S 0.6573 4.2365 1.0769 0.06 0.08 -0.01 -0.391
P -0.2382 2.7669 1.9613 0.23 0.10 -0.28 1.370
S 0.2997 0.8211 1.3778 -0.19 -0.13 0.19 -0.179
C 0.2368 2.6456 3.7035 -0.05 -0.08 0.03 0.442
C 1.5879 2.4399 3.9860 0.01 -0.01 -0.10 -0.579
C 2.0224 2.3920 5.2957 -0.02 -0.01 0.05 -0.735
C 1.1137 2.5491 6.3367 0.03 -0.01 0.00 -0.531
C -0.2243 2.7652 6.0603 -0.02 -0.01 0.01 -0.791
C -0.6655 2.8194 4.7440 -0.03 0.02 0.01 -0.360
C -2.0449 2.8117 1.8847 -0.02 0.09 0.00 0.372
C -2.8153 1.8419 2.5235 0.07 -0.04 -0.01 -0.268
C -4.1949 1.9139 2.4802 -0.07 0.01 -0.02 -1.188
C -4.8164 2.9423 1.7823 -0.03 -0.03 0.01 -0.760
C -4.0554 3.9062 1.1435 0.03 -0.01 -0.02 -0.720
C -2.6704 3.8477 1.2026 0.05 -0.03 -0.02 -0.704
H 2.2962 2.3305 3.1716 -0.02 0.02 0.01 0.474
H 3.0703 2.2381 5.5102 0.06 0.00 0.01 0.438
H 1.4547 2.5122 7.3620 0.01 -0.01 0.03 0.404
H -0.9321 2.8928 6.8677 -0.02 0.03 0.02 0.426
H -1.7098 3.0109 4.5412 -0.02 -0.01 0.00 0.456
H -2.3327 1.0355 3.0585 0.03 0.00 0.06 0.924
H -4.7920 1.1766 2.9985 -0.03 -0.05 0.00 0.437
H -5.8955 2.9930 1.7458 -0.05 0.01 0.01 0.435
H -4.5379 4.7120 0.6100 -0.03 0.06 -0.03 0.454
H -2.0625 4.6094 0.7328 0.00 0.03 0.02 0.266
C 4.8385 -1.3159 1.1776 0.02 -0.26 -0.30 -1.256
Te 3.0648 -0.1502 1.0387 0.61 0.34 1.22 0.327
C 2.5172 -0.9796 2.9130 0.00 0.07 0.07 -1.064
H 5.4163 -0.8087 1.9465 0.03 -0.03 0.04 0.449
H 5.3867 -1.3233 0.2444 0.02 0.00 0.15 0.319
H 4.5902 -2.3275 1.4864 0.03 -0.05 -0.03 0.310
H 2.2567 -2.0252 2.7717 0.01 -0.05 0.02 0.335
H 1.6851 -0.4302 3.3376 -0.01 0.00 0.02 0.259
H 3.3937 -0.8998 3.5513 0.00 -0.01 0.06 0.560
C -0.5753 4.9034 -2.1073 -0.10 -0.05 0.19 -0.664
N -1.2313 3.7772 -2.7646 -0.03 -0.12 0.00 0.301
C -2.3400 3.8996 -3.5643 -0.01 -0.13 -0.09 -0.751
C -2.5567 2.6907 -4.1242 0.00 0.15 0.06 -0.452
N -1.5751 1.8456 -3.6647 0.03 0.18 0.03 0.588
C -1.3750 0.5238 -4.2365 0.00 -0.05 0.00 -0.824
C -0.7850 2.5087 -2.8024 0.10 0.09 0.05 -0.201
Se 0.8485 1.9878 -1.9876 -0.69 0.39 -0.39 -0.320
H -1.0807 5.8096 -2.4308 0.03 0.00 0.03 0.319
H 0.4696 4.9381 -2.4084 0.00 0.03 0.05 0.368
H -0.6373 4.7893 -1.0253 0.10 0.05 -0.14 -0.018
H -2.8582 4.8322 -3.6734 -0.05 0.07 -0.01 0.513
H -3.3016 2.3602 -4.8206 -0.09 -0.04 -0.07 0.579
H -1.4065 0.6224 -5.3200 0.04 -0.04 0.00 0.504
H -2.1535 -0.1528 -3.8996 -0.02 -0.01 -0.04 0.324
H -0.4053 0.1535 -3.9358 0.00 -0.05 0.06 -0.040
F 5.6827 -0.6684 -3.5060 0.04 -0.01 -0.11 -0.262
C 4.9150 -0.4200 -2.4515 0.06 -0.06 0.00 -0.217
F 4.8010 -1.5653 -1.7785 -0.09 -0.15 -0.02 -0.053
F 5.5487 0.4392 -1.6488 0.06 0.11 0.09 -0.271
C 3.5010 0.1443 -2.8111 0.52 0.22 -0.47 1.719
O 2.7522 0.0957 -1.6824 -0.74 -0.48 0.11 0.277
C 2.9230 -0.6974 -3.9753 -0.12 -0.12 -0.03 -0.212
F 3.5725 -0.4738 -5.1136 0.03 0.00 -0.11 -0.274
F 1.6281 -0.4203 -4.1795 0.10 0.04 -0.03 -0.201
F 3.0024 -1.9988 -3.6942 0.02 -0.16 0.00 -0.213
C 3.7612 1.6110 -3.3320 0.02 0.05 0.02 -0.060
F 2.8484 2.0051 -4.2224 -0.11 0.05 -0.13 -0.227
F 3.7546 2.4604 -2.3092 0.06 0.05 0.08 -0.207
F 4.9451 1.7089 -3.9357 0.11 0.04 -0.08 -0.256
```
Positions in Å, forces in eV/Å.